Entry 1:
{
  "formula": "C18H23N3O3S",
  "method": "the ωB97M-V functional and the def2-TZVPD basis",
  "energy_ha": -1487.8828,
  "homo_energy_ev": -8.55,
  "charge": 0,
  "lumo_energy_ev": 0.30,
  "smiles": "COc1cccc(-c2nnc(SCC(=O)N3C[C@H](C)C[C@H](C)C3)o2)c1",
  "species": ["S", "O", "O", "O", "N", "N", "N", "C", "C", "C", "C", "C", "C", "C", "C", "C", "C", "C", "C", "C", "C", "C", "C", "C", "C", "H", "H", "H", "H", "H", "H", "H", "H", "H", "H", "H", "H", "H", "H", "H", "H", "H", "H", "H", "H", "H", "H", "H"],
  "coordinates": [[-1.82, -2.81, -1.12], [5.92, 0.95, -0.32], [0.74, -2.24, -0.57], [-0.49, -1.49, 1.97], [-2.36, -0.53, 1.16], [0.99, -0.27, -1.49], [-0.26, -0.67, -1.74], [3.38, -2.22, 0.54], [2.92, -1.18, -0.26], [-1.33, 3.11, 0.97], [-3.02, 1.80, -0.37], [4.67, -2.17, 1.02], [1.57, -1.20, -0.78], [5.49, -1.10, 0.72], [-1.53, -1.58, 1.34], [3.73, -0.10, -0.57], [-1.96, 0.78, 1.64], [5.03, -0.05, -0.08], [-3.58, -0.50, 0.39], [5.50, 2.04, -1.11], [-4.73, 0.44, -1.64], [-1.91, -2.92, 0.71], [-3.43, 0.40, -0.84], [-1.74, 1.73, 0.46], [-0.39, -1.83, -1.18], [-5.54, 0.82, -1.03], [-4.62, 1.08, -2.51], [-0.42, 3.05, 1.55], [-3.82, 2.24, 0.22], [-1.04, 0.65, 2.22], [-4.38, -0.11, 1.03], [4.65, 2.56, -0.65], [-3.87, -1.51, 0.07], [-2.63, 0.00, -1.47], [6.36, 2.71, -1.15], [6.51, -1.05, 1.09], [3.32, 0.68, -1.19], [-2.75, 1.16, 2.29], [-2.11, 3.53, 1.60], [5.05, -2.97, 1.64], [-2.92, -3.23, 0.96], [-2.86, 2.44, -1.24], [-1.16, 3.79, 0.14], [-4.99, -0.56, -1.98], [-1.20, -3.66, 1.06], [5.23, 1.72, -2.12], [2.73, -3.05, 0.78], [-0.94, 1.33, -0.17]],
  "nbo_charge": [0.277, -0.490, -0.402, -0.634, -0.431, -0.302, -0.293, -0.216, -0.027, -0.599, -0.393, -0.192, 0.455, -0.239, 0.665, -0.297, -0.222, 0.313, -0.207, -0.254, -0.601, -0.606, -0.243, -0.231, 0.266, 0.198, 0.215, 0.211, 0.189, 0.248, 0.191, 0.179, 0.211, 0.233, 0.201, 0.226, 0.243, 0.186, 0.199, 0.218, 0.242, 0.213, 0.212, 0.207, 0.254, 0.179, 0.226, 0.219]
}

Entry 2:
{
  "formula": "C18H23N3O6",
  "method": "the ωB97M-V functional and the def2-TZVPD basis",
  "energy_ha": -1315.3080,
  "homo_energy_ev": -8.37,
  "charge": 0,
  "lumo_energy_ev": 0.52,
  "smiles": "Cc1cn([C@H]2C[C@H](O)[C@@H](CO)O2)c(O[C@H]2CCn3ccc(CO)c32)nc1=O",
  "species": ["O", "O", "O", "O", "O", "O", "N", "N", "N", "C", "C", "C", "C", "C", "C", "C", "C", "C", "C", "C", "C", "C", "C", "C", "C", "C", "C", "H", "H", "H", "H", "H", "H", "H", "H", "H", "H", "H", "H", "H", "H", "H", "H", "H", "H", "H", "H", "H", "H", "H"],
  "coordinates": [[-4.86, -0.46, -0.10], [-1.89, -2.05, 1.09], [3.68, -1.00, -1.24], [-0.41, 2.35, -2.40], [-3.37, -4.04, 2.44], [0.42, 0.76, 1.40], [2.22, -0.09, 0.23], [2.79, 3.12, 0.49], [-0.02, -0.98, 0.00], [2.59, -1.05, -0.73], [1.48, 2.81, 0.62], [-3.83, -3.46, 1.16], [1.14, 1.97, 1.78], [-0.51, 2.93, -1.05], [-1.47, -0.80, 0.42], [2.16, -3.09, -2.19], [1.84, 3.82, -1.40], [0.82, 3.29, -0.48], [0.95, -0.11, 0.49], [2.56, 1.74, 2.39], [-2.55, -0.68, -0.79], [1.70, -1.98, -1.26], [3.64, 2.33, 1.45], [0.37, -1.91, -0.92], [-3.76, -1.36, -0.27], [-3.28, -2.00, 1.08], [3.05, 3.66, -0.74], [4.24, 1.55, 0.99], [2.78, 0.63, 2.58], [-5.67, -0.86, 0.17], [-2.46, -3.92, 2.68], [-2.10, -1.19, -1.67], [0.49, 2.16, -2.74], [-3.67, -1.39, 1.86], [2.53, 2.19, 3.37], [-0.26, -2.69, -1.33], [-1.70, 0.15, 0.95], [2.32, -2.73, -3.14], [-2.81, 0.35, -1.05], [0.39, 2.48, 2.48], [-3.53, -4.18, 0.35], [1.55, -4.00, -2.11], [4.43, 2.89, 1.93], [-1.15, 3.79, -0.99], [1.80, 4.12, -2.44], [3.18, -3.37, -1.98], [-4.94, -3.46, 1.18], [4.02, 3.78, -1.08], [-0.86, 2.18, -0.50], [-4.03, -2.22, -0.98]],
  "nbo_charge": [-0.726, -0.525, -0.594, -0.755, -0.756, -0.516, -0.561, -0.306, -0.430, 0.590, 0.072, -0.067, 0.096, -0.059, 0.267, -0.630, -0.295, -0.107, 0.746, -0.441, -0.463, -0.145, -0.207, 0.054, 0.085, 0.036, -0.043, 0.227, 0.250, 0.480, 0.483, 0.222, 0.487, 0.184, 0.219, 0.228, 0.227, 0.227, 0.251, 0.220, 0.183, 0.210, 0.205, 0.183, 0.226, 0.242, 0.187, 0.210, 0.160, 0.168]
}

Across the entries above, maximum force takes the values 1.59, 4.96 eV/Å, respectively.